(1)
The following is a quantum chemistry calculation of the molecule C7H16N2 in a non-equilibrium geometry, from the Open Molecules 2025 dataset.

Element x y z (Å)
C1 1.34 -0.68 -2.41
C2 0.98 0.34 -1.61
C3 1.40 1.74 -1.97
C4 -0.32 0.20 -0.27
N1 -0.65 1.39 0.37
N2 -1.47 -0.32 -0.86
C5 0.55 -0.70 0.53
C6 -0.41 -1.42 1.83
C7 -1.03 -0.47 2.84
H1 1.03 -1.70 -2.22
H2 1.84 -0.53 -3.37
H3 0.53 2.38 -2.12
H4 1.98 1.79 -2.91
H5 2.01 2.18 -1.17
H6 -0.40 2.31 0.05
H7 -1.53 1.43 0.86
H8 -1.28 -1.19 -1.35
H9 -2.36 -0.11 -0.43
H10 1.34 -0.17 1.07
H11 0.90 -1.60 0.02
H12 -1.16 -2.09 1.41
H13 0.33 -2.05 2.33
H14 -0.34 0.32 3.14
H15 -1.98 -0.05 2.47
H16 -1.30 -1.00 3.77

Results
Electronic energy, Eh: -385.7184
Largest force on an atom, eV/Å: 5.896
HOMO energy, eV: -8.097
Frontier orbital gap, Eh: 0.334
SMILES: C=C(C)C(N)(N)CCC
Energy relative to the best compared isomer or geometry (same formula, charge and spin), kcal per mole: 76.7

***

(2)
The following is a quantum chemistry calculation of a cluster of 5 separate species, C30H75N5O10 in total in a non-equilibrium geometry, from the Open Molecules 2025 dataset.

Element x y z (Å)
C1 5.57 -6.94 -5.19
O1 5.83 -5.63 -5.65
C2 6.24 -4.70 -4.69
C3 5.08 -3.98 -3.95
N1 3.91 -4.82 -3.81
C4 2.68 -4.08 -3.61
C5 1.46 -4.96 -3.87
O2 1.13 -5.10 -5.22
C6 0.54 -3.95 -5.80
H1 4.55 -7.25 -5.43
H2 5.75 -7.03 -4.12
H3 6.26 -7.64 -5.68
H4 6.79 -3.93 -5.23
H5 6.94 -5.13 -3.96
H6 4.84 -3.13 -4.62
H7 5.41 -3.55 -3.00
H8 3.79 -5.38 -4.64
H9 2.63 -3.20 -4.28
H10 2.64 -3.65 -2.61
H11 0.64 -4.55 -3.26
H12 1.68 -5.94 -3.46
H13 -0.04 -3.42 -5.03
H14 -0.15 -4.24 -6.59
H15 1.30 -3.29 -6.21
C7 0.47 1.74 2.55
O3 -0.85 1.98 3.00
C8 -1.36 3.23 2.56
C9 -2.75 3.37 3.13
N2 -2.71 3.66 4.53
C10 -4.00 3.52 5.18
C11 -4.82 4.79 5.03
O4 -6.15 4.54 5.43
C12 -6.98 5.67 5.37
H16 1.17 2.52 2.87
H17 0.44 1.57 1.47
H18 0.80 0.84 3.08
H19 -1.25 3.27 1.47
H20 -0.74 4.05 2.96
H21 -3.26 2.42 2.89
H22 -3.34 4.09 2.54
H23 -2.04 3.05 4.99
H24 -3.83 3.46 6.27
H25 -4.56 2.61 4.94
H26 -4.82 5.06 3.95
H27 -4.37 5.64 5.54
H28 -7.92 5.39 4.89
H29 -6.54 6.51 4.82
H30 -7.24 6.02 6.38
C13 5.41 9.47 7.10
O5 5.44 8.63 5.99
C14 6.67 7.96 5.85
C15 6.77 7.39 4.44
N3 7.21 6.01 4.42
C16 7.11 5.34 3.13
C17 6.00 4.29 3.09
O6 5.89 3.78 1.78
C18 4.74 4.27 1.10
H31 4.41 9.88 7.21
H32 6.14 10.29 7.00
H33 5.69 8.98 8.05
H34 6.78 7.17 6.61
H35 7.50 8.65 6.04
H36 7.45 8.04 3.85
H37 5.81 7.49 3.93
H38 8.13 5.90 4.82
H39 8.05 4.82 2.93
H40 6.99 6.05 2.30
H41 5.04 4.68 3.44
H42 6.32 3.48 3.75
H43 4.71 5.36 1.15
H44 3.85 3.83 1.55
H45 4.87 4.00 0.05
C19 -4.39 -1.28 -3.17
O7 -3.38 -2.20 -2.82
C20 -2.08 -1.68 -2.94
C21 -1.34 -1.76 -1.61
N4 0.00 -1.28 -1.79
C22 0.74 -1.12 -0.53
C23 2.16 -0.68 -0.80
O8 2.21 0.72 -0.83
C24 3.47 1.26 -1.17
H46 -5.36 -1.66 -2.86
H47 -4.39 -1.10 -4.26
H48 -4.29 -0.29 -2.71
H49 -2.08 -0.67 -3.36
H50 -1.50 -2.26 -3.67
H51 -1.35 -2.78 -1.24
H52 -1.90 -1.04 -0.97
H53 0.07 -0.41 -2.31
H54 0.76 -2.07 0.01
H55 0.23 -0.40 0.13
H56 2.47 -1.12 -1.75
H57 2.83 -1.09 -0.02
H58 3.93 0.80 -2.05
H59 4.15 1.07 -0.32
H60 3.34 2.33 -1.29
C25 -3.00 -5.44 0.85
O9 -3.86 -5.63 -0.23
C26 -5.06 -4.90 -0.07
C27 -6.00 -5.17 -1.21
N5 -5.52 -4.61 -2.44
C28 -6.30 -4.77 -3.66
C29 -7.80 -4.61 -3.58
O10 -8.13 -3.25 -3.58
C30 -9.51 -3.03 -3.40
H61 -3.48 -5.77 1.79
H62 -2.68 -4.40 1.00
H63 -2.11 -6.04 0.71
H64 -4.85 -3.83 0.10
H65 -5.52 -5.30 0.85
H66 -7.03 -4.92 -0.94
H67 -6.04 -6.26 -1.34
H68 -5.17 -3.66 -2.38
H69 -6.10 -5.78 -4.06
H70 -5.89 -4.12 -4.43
H71 -8.18 -5.11 -2.68
H72 -8.22 -5.13 -4.46
H73 -10.09 -3.50 -4.20
H74 -9.69 -1.96 -3.36
H75 -9.83 -3.40 -2.41

Results
Electronic energy, Eh: -2213.9190
Largest force on an atom, eV/Å: 1.945
HOMO energy, eV: -8.200
Frontier orbital gap, Eh: 0.325
SMILES: COCCNCCOC.COCCNCCOC.COCCNCCOC.COCCNCCOC.COCCNCCOC
Energy relative to the best compared isomer or geometry (same formula, charge and spin), kcal per mole: 13.0

***

(3)
The following is a quantum chemistry calculation of a structure of composition C32H51NO36S7 in a non-equilibrium geometry, from the Open Molecules 2025 dataset.

Element x y z (Å)
C1 -3.76 0.14 5.55
C2 -2.47 0.45 6.26
O1 -1.51 -0.35 5.53
S1 -2.19 -1.53 4.71
O2 -1.85 -2.81 5.17
O3 -2.10 -1.22 3.32
O4 -3.66 -1.24 5.24
H1 -3.76 0.73 4.62
H2 -4.71 0.40 6.01
H3 -2.47 0.07 7.27
H4 -2.19 1.49 6.09
C3 -4.37 4.07 2.44
C4 -3.71 2.86 1.79
O5 -2.30 3.03 1.92
S2 -1.95 3.99 3.16
O6 -1.05 4.97 2.72
O7 -1.63 3.18 4.28
O8 -3.40 4.58 3.38
H5 -5.28 3.79 2.97
H6 -4.58 4.89 1.76
H7 -4.01 2.76 0.75
H8 -4.01 1.94 2.31
C5 4.05 1.20 -4.88
C6 3.67 -0.20 -4.50
O9 4.74 -0.66 -3.66
S3 6.12 0.02 -4.15
O10 6.92 -0.85 -4.90
O11 6.63 0.79 -3.09
O12 5.44 1.08 -5.17
H9 3.94 1.90 -4.05
H10 3.43 1.61 -5.68
H11 3.59 -0.88 -5.34
H12 2.76 -0.19 -3.89
C7 5.83 0.04 0.82
C8 6.05 -0.71 -0.50
O13 7.42 -0.59 -0.82
S4 8.25 0.20 0.30
O14 8.99 1.27 -0.27
O15 8.90 -0.77 1.11
O16 6.99 0.85 1.03
H13 5.81 -0.65 1.66
H14 4.92 0.61 0.70
H15 5.35 -0.41 -1.28
H16 5.86 -1.78 -0.35
C9 1.05 -3.06 3.63
C10 1.61 -3.52 2.29
O17 2.59 -4.53 2.60
S5 2.79 -4.65 4.18
O18 4.14 -4.69 4.54
O19 1.91 -5.68 4.64
O20 2.15 -3.25 4.53
H17 0.21 -3.64 4.01
H18 0.74 -2.02 3.59
H19 2.06 -2.68 1.78
H20 0.85 -4.01 1.67
C11 -3.95 0.49 -4.94
C12 -2.46 0.44 -4.74
O21 -1.98 0.07 -6.04
S6 -3.04 -0.87 -6.82
O22 -2.52 -2.18 -6.75
O23 -3.35 -0.32 -8.07
O24 -4.19 -0.65 -5.76
H21 -4.27 1.39 -5.48
H22 -4.53 0.41 -4.03
H23 -2.16 -0.35 -4.06
H24 -2.02 1.41 -4.50
C13 1.68 2.74 5.68
C14 0.94 1.45 5.48
O25 1.93 0.60 4.87
S7 2.52 1.50 3.67
O26 1.55 1.67 2.66
O27 3.83 1.06 3.35
O28 2.56 2.82 4.55
H25 2.36 2.66 6.53
H26 1.08 3.64 5.75
H27 0.08 1.41 4.80
H28 0.55 0.97 6.38
C15 2.38 -3.65 -6.14
C16 1.11 -3.12 -6.26
C17 0.42 -2.84 -5.08
C18 0.99 -3.02 -3.85
C19 2.30 -3.49 -3.73
C20 2.96 -3.84 -4.88
N1 0.20 -2.69 -2.67
O29 0.59 -3.10 -1.59
O30 -0.83 -2.07 -2.83
H29 2.93 -3.89 -7.04
H30 0.58 -3.02 -7.20
H31 -0.62 -2.56 -5.14
H32 2.73 -3.58 -2.74
H33 3.99 -4.19 -4.88
O31 -2.06 6.65 0.53
C21 -2.22 5.76 -0.24
O32 -3.47 5.32 -0.58
C22 -3.41 4.30 -1.57
C23 -2.02 4.42 -2.20
C24 -1.18 5.01 -1.05
H34 -4.26 4.42 -2.24
H35 -3.51 3.29 -1.16
H36 -1.97 5.14 -3.02
H37 -1.70 3.48 -2.63
H38 -0.54 5.76 -1.50
H39 -0.60 4.28 -0.48
O33 2.49 -0.37 0.25
C25 1.44 -0.14 -0.26
O34 1.37 0.46 -1.48
C26 0.05 0.87 -1.81
C27 -0.80 0.52 -0.57
C28 0.05 -0.41 0.27
H40 -0.23 0.38 -2.75
H41 0.04 1.95 -1.96
H42 -1.84 0.28 -0.74
H43 -0.81 1.49 -0.06
H44 -0.08 -1.47 0.06
H45 -0.01 -0.12 1.31
O35 -5.09 -0.65 -0.13
C29 -4.90 -1.60 0.56
O36 -3.87 -2.45 0.29
C30 -3.82 -3.56 1.19
C31 -5.09 -3.46 2.05
C32 -5.58 -2.03 1.84
H46 -2.92 -3.47 1.79
H47 -3.89 -4.54 0.71
H48 -4.90 -3.74 3.09
H49 -5.91 -4.14 1.81
H50 -5.23 -1.34 2.61
H51 -6.67 -1.96 1.83

Results
Electronic energy, Eh: -6800.4242
Largest force on an atom, eV/Å: 2.234
HOMO energy, eV: -10.099
Frontier orbital gap, Eh: 0.330
Energy relative to the best compared isomer or geometry (same formula, charge and spin), kcal per mole: 6.9

***

(4)
The following is a quantum chemistry calculation of the molecule C5H9N3 in a non-equilibrium geometry, from the Open Molecules 2025 dataset.

Element x y z (Å)
C1 0.59 -1.27 0.06
N1 1.66 -0.67 0.60
C2 1.84 0.67 0.05
C3 0.27 0.90 -0.56
C4 -0.93 1.17 0.42
C5 -1.55 -0.04 0.76
N2 -1.35 -0.64 -0.54
N3 -0.10 -0.47 -0.79
H1 0.31 -2.21 0.19
H2 2.56 0.62 -0.86
H3 2.48 1.62 0.57
H4 -0.12 1.82 -1.42
H5 -0.54 1.72 1.20
H6 -1.65 1.74 -0.31
H7 -1.18 -0.83 1.65
H8 -2.72 0.00 1.06
H9 -1.99 -0.63 -1.30

Results
Electronic energy, Eh: -359.9657
Largest force on an atom, eV/Å: 9.089
HOMO energy, eV: -8.655
Frontier orbital gap, Eh: 0.351
SMILES: C1=NC[C@@H]2CCNN12
Energy relative to the best compared isomer or geometry (same formula, charge and spin), kcal per mole: 145.3

***

(5)
The following is a quantum chemistry calculation of a cluster of 8 separate species, C14H44O8 in total in a non-equilibrium geometry, from the Open Molecules 2025 dataset.

Element x y z (Å)
C1 3.42 -1.30 -1.93
C2 2.47 -0.45 -2.77
O1 2.63 -0.77 -4.15
H1 4.42 -0.89 -2.00
H2 3.37 -2.33 -2.30
H3 3.12 -1.30 -0.88
H4 2.76 0.59 -2.63
H5 1.43 -0.58 -2.45
H6 2.24 -0.06 -4.66
C3 -3.29 -1.93 -1.23
C4 -2.63 -2.03 -2.58
O2 -1.46 -1.22 -2.57
H7 -4.20 -2.53 -1.23
H8 -3.56 -0.91 -0.93
H9 -2.66 -2.38 -0.46
H10 -3.31 -1.68 -3.36
H11 -2.40 -3.08 -2.77
H12 -0.96 -1.25 -3.39
C5 -2.87 2.72 2.61
C6 -1.78 3.09 1.61
O3 -0.96 4.12 2.16
H13 -3.44 3.60 2.92
H14 -2.43 2.34 3.54
H15 -3.53 1.93 2.23
H16 -2.30 3.53 0.75
H17 -1.21 2.20 1.33
H18 -0.25 3.75 2.70
C7 1.33 3.39 -1.69
C8 0.21 3.91 -2.58
O4 0.61 5.07 -3.31
H19 1.55 4.10 -0.90
H20 2.24 3.18 -2.26
H21 1.06 2.43 -1.23
H22 -0.64 4.14 -1.94
H23 -0.15 3.15 -3.28
H24 0.93 5.69 -2.64
C9 0.51 -4.42 -0.94
C10 1.50 -5.54 -1.27
O5 1.80 -5.64 -2.65
H25 0.99 -3.44 -1.05
H26 0.18 -4.54 0.09
H27 -0.36 -4.43 -1.60
H28 1.06 -6.49 -0.97
H29 2.40 -5.32 -0.70
H30 1.70 -4.77 -3.04
C11 -0.65 -0.55 4.64
C12 -1.96 -1.04 4.09
O6 -1.71 -1.96 2.97
H31 -0.24 0.28 4.04
H32 0.12 -1.32 4.65
H33 -0.79 -0.14 5.64
H34 -2.60 -0.25 3.69
H35 -2.50 -1.68 4.79
H36 -1.85 -1.48 2.16
C13 2.17 2.48 2.54
O7 1.19 2.80 3.53
H37 1.79 2.87 1.60
H38 3.13 2.96 2.78
H39 2.35 1.41 2.43
H40 1.45 2.35 4.34
C14 0.35 -0.05 0.33
O8 -0.89 0.30 -0.25
H41 1.02 0.81 0.30
H42 0.22 -0.36 1.37
H43 0.83 -0.91 -0.13
H44 -0.96 -0.15 -1.11

Results
Electronic energy, Eh: -1161.6108
Largest force on an atom, eV/Å: 1.874
HOMO energy, eV: -9.719
Frontier orbital gap, Eh: 0.366
SMILES: CCO.CCO.CCO.CCO.CCO.CCO.CO.CO
Energy relative to the best compared isomer or geometry (same formula, charge and spin), kcal per mole: 44.7

***

(6)
The following is a quantum chemistry calculation of the molecule C2H2N4 in a non-equilibrium geometry, from the Open Molecules 2025 dataset.

Element x y z (Å)
C1 -1.24 0.21 0.35
N1 -1.06 -0.84 -0.38
C2 0.33 -1.02 -0.70
N2 1.25 -0.17 -0.38
N3 1.01 0.93 0.38
N4 -0.19 0.99 0.73
H1 -2.21 0.61 0.73
H2 0.55 -2.18 -1.01

Results
Electronic energy, Eh: -296.3253
Largest force on an atom, eV/Å: 4.118
HOMO energy, eV: -9.997
Frontier orbital gap, Eh: 0.343
SMILES: c1ncnnn1
Energy relative to the best compared isomer or geometry (same formula, charge and spin), kcal per mole: 62.5

***

(7)
The following is a quantum chemistry calculation of a structure of composition C45H33N8O4RhS3 in a non-equilibrium geometry, from the Open Molecules 2025 dataset.

Element x y z (Å)
Rh1 -0.11 0.03 0.24
N1 -0.77 0.16 -1.60
S1 -1.06 -0.63 -2.82
N2 0.18 -0.89 -3.81
S2 1.12 -2.15 -3.64
N3 1.54 -2.63 -2.17
S3 2.31 -1.67 -1.17
N4 1.52 -0.72 -0.31
C1 3.59 -0.75 -1.95
C2 4.81 -1.35 -2.23
C3 5.80 -0.58 -2.81
C4 5.57 0.76 -3.10
C5 4.34 1.34 -2.81
C6 3.34 0.59 -2.22
C7 3.06 -2.82 -0.07
C8 2.71 -4.17 -0.10
C9 3.18 -4.98 0.92
C10 3.97 -4.45 1.93
C11 4.31 -3.10 1.94
C12 3.85 -2.27 0.94
C13 0.24 -3.58 -4.15
C14 0.27 -4.78 -3.45
C15 -0.31 -5.91 -4.03
C16 -0.89 -5.83 -5.28
C17 -0.89 -4.62 -5.98
C18 -0.32 -3.50 -5.42
C19 2.45 -1.82 -4.60
C20 3.39 -2.90 -4.75
C21 4.38 -2.78 -5.69
C22 4.48 -1.65 -6.50
C23 3.54 -0.61 -6.37
C24 2.52 -0.68 -5.45
C25 -2.12 0.29 -3.88
C26 -1.87 0.42 -5.24
C27 -2.78 1.13 -6.01
C28 -3.92 1.67 -5.42
C29 -4.16 1.52 -4.06
C30 -3.25 0.83 -3.28
C31 -1.94 -2.17 -2.62
C32 -1.74 -2.89 -1.45
C33 -2.40 -4.10 -1.30
C34 -3.22 -4.58 -2.31
C35 -3.40 -3.85 -3.48
C36 -2.76 -2.63 -3.64
H1 4.98 -2.40 -2.00
H2 6.76 -1.03 -3.05
H3 6.36 1.35 -3.55
H4 4.17 2.38 -3.04
H5 2.37 1.02 -1.99
H6 2.07 -4.55 -0.88
H7 2.92 -6.03 0.93
H8 4.32 -5.09 2.73
H9 4.91 -2.69 2.74
H10 4.07 -1.21 0.95
H11 0.71 -4.83 -2.46
H12 -0.31 -6.84 -3.49
H13 -1.34 -6.71 -5.72
H14 -1.34 -4.56 -6.96
H15 -0.30 -2.56 -5.97
H16 3.31 -3.79 -4.13
H17 5.09 -3.59 -5.80
H18 5.28 -1.57 -7.24
H19 3.62 0.26 -7.00
H20 1.81 0.12 -5.35
H21 -0.97 -0.01 -5.67
H22 -2.61 1.25 -7.07
H23 -4.63 2.21 -6.03
H24 -5.05 1.94 -3.60
H25 -3.41 0.70 -2.21
H26 -1.11 -2.53 -0.66
H27 -2.26 -4.66 -0.39
H28 -3.73 -5.53 -2.19
H29 -4.05 -4.22 -4.27
H30 -2.91 -2.05 -4.55
O1 2.98 -0.86 6.38
C37 3.12 0.16 5.69
O2 3.86 1.16 5.79
C38 2.24 0.18 4.41
C39 2.26 1.28 3.56
C40 1.52 1.26 2.40
N5 0.78 0.19 2.07
C41 0.73 -0.88 2.89
C42 1.43 -0.91 4.06
C43 -0.09 -2.02 2.37
O3 -0.18 -3.06 2.98
O4 -0.67 -1.81 1.20
H31 2.89 2.12 3.83
H32 1.52 2.09 1.70
H33 1.39 -1.78 4.71
N6 -1.60 1.10 0.84
C44 -2.62 1.69 0.71
N7 -3.66 2.36 0.64
C45 -4.67 2.38 -0.20
N8 -5.57 2.45 -0.93

Results
Electronic energy, Eh: -3778.3032
Largest force on an atom, eV/Å: 1.120
HOMO energy (spin up / spin down), eV: -5.811 / -7.641
Spin multiplicity: 5
Frontier orbital gap (spin up / spin down), Eh: 0.175 / 0.145
Energy relative to the best compared isomer or geometry (same formula, charge and spin), kcal per mole: 47.1

***

Question: Number 4 is which compound?
Answer: C5H9N3

***

Question: The highest electronic energy belongs to which entry?
Answer: C2H2N4

***

Question: What is the formula in the seventh record?
Answer: C45H33N8O4RhS3